Below is C29H37N3OPt as an isolated structure at a distorted geometry, with properties calculated with ωB97M-V/def2-TZVPD.

The geometry in XYZ format:
```
71
Properties=species:S:1:pos:R:3:forces:R:3:mulliken_spin:R:1
Pt -0.0283 -0.1832 -0.6937 0.0 -1.0 -0.2 3.3786
N 0.3632 -2.5402 2.1508 0.0 -0.4 1.3 0.0720
N -0.1966 -2.7093 -1.6915 1.3 1.4 2.3 0.3473
C 0.6511 1.8825 -0.4104 0.6 -0.3 1.3 0.0029
C 1.7527 0.9472 -0.0990 -1.0 1.0 1.3 -0.1260
C 1.6255 0.6018 1.3063 -0.1 1.1 -1.1 -0.0103
C 2.5276 -0.2995 2.0518 0.2 -0.4 0.4 -0.0631
H 3.3732 -0.6132 1.4277 0.0 0.1 0.1 0.0304
H 1.9895 -1.2065 2.3736 0.3 0.3 0.0 0.0364
H 2.9243 0.1981 2.9493 0.1 -0.1 -0.1 0.0171
C 0.4951 1.2700 1.8299 0.2 0.5 -0.7 -0.1395
C 0.0161 1.1406 3.2297 -0.2 -0.1 0.2 -0.0660
H 0.6303 1.7414 3.9160 -0.1 -0.1 0.1 0.0764
H 0.0639 0.0951 3.5677 0.0 0.2 0.0 -0.0054
H -1.0255 1.4748 3.3125 0.2 -0.1 0.1 -0.0264
C -0.0881 2.0808 0.8276 1.2 -0.5 -0.5 -0.0597
C -1.2249 3.0102 0.9935 -0.5 0.1 0.1 0.0547
H -2.0926 2.4937 1.4328 0.1 0.2 -0.1 0.0022
H -1.5295 3.4252 0.0258 0.0 0.0 0.2 0.0151
H -0.9617 3.8519 1.6522 -0.1 0.0 -0.1 0.0068
C 2.9105 0.6829 -0.9920 0.3 -0.1 -0.1 -0.0351
H 3.7009 1.4332 -0.8559 0.1 0.0 -0.1 0.0321
H 2.5861 0.7071 -2.0379 0.2 0.0 0.1 -0.0150
H 3.3380 -0.3073 -0.7917 0.0 0.1 -0.1 -0.0053
C 0.5860 2.7150 -1.6407 -0.1 0.3 -0.2 -0.2056
H -0.4509 3.0059 -1.8479 0.2 0.0 -0.1 -0.0189
H 0.9467 2.1443 -2.5030 -0.1 0.2 0.0 -0.0110
H 1.1893 3.6296 -1.5500 0.0 0.1 -0.1 0.1352
C -0.2135 -3.0323 3.2365 0.3 0.1 -0.2 0.0737
H 0.3272 -2.8415 4.1779 -0.4 -0.2 -0.3 -0.0015
C -1.3982 -3.7483 3.1928 -0.5 -0.4 1.0 -0.0915
H -1.8033 -4.1394 4.1300 0.0 0.1 -0.3 -0.0142
C -2.0393 -3.9638 1.9704 1.2 0.9 -1.3 0.3611
H -2.9573 -4.5236 1.8937 -0.1 -0.1 0.0 0.0915
C -1.4297 -3.4300 0.8112 -1.1 -0.8 1.3 -0.4188
H -1.8307 -3.5574 -0.1843 -0.1 0.0 0.1 -0.1177
C -0.2292 -2.7382 0.9712 1.3 0.7 -1.4 -0.0581
C 0.5182 -2.0704 -0.1007 -1.2 -2.0 -1.8 0.1808
H 1.5976 -2.2813 -0.1897 -0.6 0.0 0.2 0.0351
C -0.4800 -1.4321 -2.0762 -1.1 0.3 -0.5 -1.1318
C 0.3965 -3.3534 -2.7396 -0.2 -0.5 -0.3 -0.4658
H 0.8196 -4.3230 -2.5845 0.0 -0.4 -0.4 -0.0225
C 0.2129 -2.6096 -3.8449 0.5 0.1 -0.5 0.2771
H 0.4290 -2.8419 -4.8685 -0.1 -0.1 -0.1 0.0019
N -0.3238 -1.3754 -3.4512 -0.1 -0.7 0.4 0.4276
C -0.4782 -0.1963 -4.2177 0.5 0.1 0.4 0.0712
C 0.5705 0.2330 -5.0491 -0.9 0.5 0.1 -0.1694
C 0.3809 1.4158 -5.7740 0.0 -0.3 0.0 0.4176
H 1.1660 1.7342 -6.4680 -0.2 0.0 0.2 0.1730
C -0.7638 2.1913 -5.6241 -0.4 0.0 0.3 -0.8422
C -0.9823 3.4189 -6.4672 0.1 0.1 -0.1 0.0518
H -1.5307 4.1846 -5.9034 0.2 -0.1 -0.2 0.0084
H -1.5711 3.1874 -7.3694 0.1 0.0 0.2 -0.0459
H -0.0192 3.8323 -6.7970 -0.3 0.0 0.1 -0.0007
C -1.7335 1.8056 -4.6857 0.7 -0.5 -0.4 0.5018
H -2.6078 2.4339 -4.5175 0.1 -0.1 0.0 0.2678
C -1.6058 0.5996 -3.9823 -0.1 0.5 -0.3 -0.2426
C -2.6585 0.2172 -2.9942 -0.8 0.5 0.3 -0.2860
H -2.9269 -0.8436 -3.0350 0.2 0.2 0.1 -0.2149
H -3.5581 0.8127 -3.1961 0.0 -0.2 -0.1 -0.0619
H -2.3604 0.4594 -1.9574 0.1 -0.3 -0.5 0.0795
C 1.8789 -0.4760 -5.1062 0.6 0.0 -0.4 -0.1995
H 1.8025 -1.4679 -5.5598 0.1 0.1 0.2 0.0506
H 2.3588 -0.5718 -4.1232 -0.3 -0.1 -0.1 0.0216
H 2.5535 0.1166 -5.7341 0.0 -0.1 0.1 -0.0070
C -3.5799 -0.5743 0.6185 0.6 0.0 0.3 0.0831
O -2.3097 -0.2054 1.1803 -1.0 0.0 0.1 -0.1829
H -3.9315 0.2915 0.0507 0.0 -0.1 0.1 0.0635
H -4.3022 -0.8081 1.4149 0.0 0.0 -0.2 -0.0590
H -3.4906 -1.4388 -0.0565 0.0 0.2 0.1 -0.0466
H -1.9748 -0.9465 1.6971 0.1 -0.1 -0.1 0.0214
```
Positions in Å, forces in eV/Å.

## Properties
- molecular weight (g mol⁻¹) = 638.71
- spin multiplicity = 3
- lowest unoccupied orbital energy (spin up / spin down) (eV) = 4.1 / 4.5
- HOMO-LUMO gap (spin up / spin down) (eV) = 1.07 / 4.86
- HOMO level (spin up / spin down) (eV) = 3.0 / -0.4
- relative energy (zero: lowest compared OMol25 entry of this formula, charge and spin) (kcal per mole) = 0.0
- net charge = -2



Below is a 2-piece molecular cluster, C29H37N6O overall at a distorted geometry, with properties calculated with ωB97M-V/def2-TZVPD.

The geometry in XYZ format:
```
73
Properties=species:S:1:pos:R:3:forces:R:3:lowdin_charge:R:1
C -1.5573 -4.0910 2.9228 0.0 -0.2 0.5 0.0119
N -1.3742 -3.3507 1.7038 -0.8 -0.2 -1.0 -0.0117
C -2.1492 -3.6185 0.6100 -0.5 -1.0 0.4 -0.3968
O -2.9567 -4.5401 0.4939 1.1 1.4 0.0 0.0809
C -1.8360 -2.5624 -0.4347 0.0 -0.7 -0.6 -0.1581
C -3.0633 -1.7212 -0.7915 -0.3 -0.2 0.1 -0.0720
C -3.6392 -1.0437 0.4279 -0.3 0.3 -0.1 -0.2287
C -4.4397 -1.7770 1.3113 0.0 0.0 0.1 -0.0343
C -4.9384 -1.1854 2.4705 0.1 0.1 -0.1 -0.0643
C -4.6620 0.1582 2.7422 0.1 0.0 -0.1 -0.0790
C -3.9019 0.9083 1.8390 0.0 0.0 0.0 -0.0798
C -3.4051 0.3138 0.6762 0.0 -0.3 0.3 -0.0542
N -0.7656 -1.7999 0.1867 1.1 2.1 -1.0 0.0689
C -0.2228 -0.7391 -0.4642 -1.8 -2.3 1.0 0.0049
C 0.7899 0.0613 -0.0069 1.4 2.2 -1.0 -0.0316
C 1.0603 1.3596 -0.6102 -0.9 -1.2 6.6 -0.0451
C 2.1772 2.1453 0.0222 0.5 0.1 -0.3 -0.1900
C 3.0269 2.9591 -0.7353 0.3 0.5 0.0 -0.0272
C 3.9848 3.7772 -0.1212 -0.3 -0.4 0.3 -0.0520
C 4.1380 3.7485 1.2704 -0.2 -0.2 -0.1 -0.0635
C 3.3308 2.8980 2.0369 -0.1 -0.1 -0.4 -0.0616
C 2.3466 2.1173 1.4209 0.2 -0.2 -0.1 -0.0331
C -0.5142 -2.1830 1.5923 0.0 -0.4 0.5 -0.3340
C -0.9173 -1.1054 2.6345 -0.1 0.0 -0.6 -0.0800
C -0.0730 -1.4059 3.8681 -0.1 0.1 0.5 -0.1602
C 1.1257 -2.2690 3.4167 0.5 0.1 0.4 -0.1643
C 0.9486 -2.5907 1.9321 -0.3 0.0 -0.4 -0.0774
H -2.0527 -5.0340 2.6711 0.1 0.2 0.1 0.1082
H -0.5861 -4.2917 3.3834 -0.2 -0.1 0.0 0.0917
H -2.1904 -3.5421 3.6374 0.2 -0.1 -0.2 0.1071
H -1.4459 -3.0728 -1.3310 -0.2 0.1 0.2 0.1770
H -2.7849 -0.9837 -1.5514 -0.1 -0.1 0.0 0.1132
H -3.8045 -2.4122 -1.2197 0.3 0.2 0.0 0.1429
H -4.6752 -2.8188 1.0733 0.1 0.4 0.2 0.1212
H -5.5500 -1.7807 3.1506 0.1 0.3 -0.2 0.1135
H -5.0571 0.6228 3.6472 0.1 -0.1 -0.3 0.1097
H -3.6976 1.9637 2.0293 -0.1 -0.3 0.0 0.1085
H -2.8301 0.8978 -0.0491 -0.2 -0.1 0.3 0.1073
H -0.6397 -0.5746 -1.4630 0.0 0.0 0.3 0.1553
H 1.4151 -0.2624 0.8224 0.2 0.1 -0.6 0.1024
H 0.1395 1.9627 -0.5844 0.3 -0.3 -1.7 0.1413
H 2.9401 2.9375 -1.8226 0.0 0.1 0.5 0.1031
H 4.6143 4.4203 -0.7377 -0.2 -0.2 0.2 0.1123
H 4.8828 4.3761 1.7614 -0.2 -0.2 -0.2 0.1123
H 3.4663 2.8260 3.1171 -0.1 0.1 -0.3 0.1121
H 1.7093 1.4640 2.0235 0.2 0.3 -0.1 0.1045
H -0.7023 -0.1130 2.2177 0.0 -0.1 0.1 0.1136
H -1.9979 -1.1660 2.8186 0.3 0.2 -0.1 0.1110
H 0.2687 -0.4796 4.3432 -0.1 -0.2 0.0 0.1125
H -0.6723 -1.9452 4.6140 0.2 0.2 -0.2 0.1090
H 2.0636 -1.7262 3.5866 -0.1 -0.2 0.0 0.1121
H 1.1822 -3.1902 4.0111 0.1 0.3 -0.1 0.1074
H 1.0831 -3.6582 1.7131 0.0 0.3 -0.1 0.1331
H 1.6438 -2.0282 1.3045 0.0 -0.3 0.1 0.0990
N 5.0578 -1.5738 -3.5201 -2.7 2.1 -0.2 0.2286
N 4.1233 -0.9046 -3.5210 2.5 -2.2 0.5 -0.2128
N 3.0671 -0.2797 -3.3521 0.4 -0.1 -0.2 0.0323
C 2.8093 0.6958 -4.4131 -0.2 0.6 -0.3 -0.1718
C 1.4940 1.3908 -4.1064 -0.6 -0.9 -0.7 -0.3473
C 1.3180 2.6820 -4.9118 0.3 0.0 0.3 -0.1266
C 0.3070 3.5029 -4.0933 -0.2 0.1 -0.1 -0.1338
C 0.2246 2.8156 -2.7183 -0.4 0.0 0.0 -0.2031
N 1.3095 1.8405 -2.7336 0.4 0.6 -0.6 -0.0554
H 3.6167 1.4511 -4.5038 -0.2 -0.4 0.2 0.1259
H 2.6694 0.2060 -5.3998 0.3 0.2 0.5 0.1332
H 0.6886 0.6765 -4.3865 0.1 0.2 0.1 0.1512
H 2.2855 3.2001 -4.9287 -0.2 -0.1 -0.1 0.1170
H 1.0082 2.4857 -5.9429 0.0 0.1 0.2 0.1255
H 0.6371 4.5404 -3.9758 -0.2 -0.2 -0.2 0.1152
H -0.6774 3.4885 -4.5699 0.2 0.2 0.1 0.1134
H 0.3575 3.5295 -1.8961 0.0 -0.1 -0.2 0.1167
H -0.7634 2.3311 -2.5866 0.2 0.2 -0.1 0.1197
H 1.2326 1.0669 -2.0216 0.0 -0.1 -1.9 0.0630
```
Positions in Å, forces in eV/Å.

## Properties
- molecular weight (g mol⁻¹) = 485.66
- spin multiplicity = 1
- lowest unoccupied orbital energy (eV) = -4.8
- HOMO-LUMO gap (eV) = 7.04
- HOMO level (eV) = -11.9
- relative energy (zero: lowest compared OMol25 entry of this formula, charge and spin) (kcal per mole) = 109.1
- net charge = +1



Below is one molecule with the formula C29H38BI3N5O5PS2 at a distorted geometry, with properties calculated with ωB97M-V/def2-TZVPD.

The geometry in XYZ format:
```
84
Properties=species:S:1:pos:R:3:forces:R:3:lowdin_charge:R:1
C -6.3811 0.5734 2.7656 1.0 0.4 -0.2 -0.1435
C -5.7412 -0.1501 1.4298 0.1 0.2 -0.5 -0.2746
C -5.8757 -1.7846 1.4079 -0.3 -0.1 -0.5 -0.1926
C -4.4437 -2.5898 1.3027 -0.9 0.4 2.0 -0.2257
N -4.1576 -3.1439 -0.0975 2.1 2.6 0.2 -0.0610
C -2.9047 -2.4180 -0.5407 2.7 2.5 -1.6 -0.1654
C -3.0469 -0.8063 -0.8703 4.4 -1.9 -0.6 -0.0069
C -1.6961 0.0235 -1.3106 0.3 -2.8 0.2 -0.3393
C -0.2017 -0.6163 -1.5018 -2.4 -2.9 1.4 -0.0933
C -0.0562 -2.2508 -1.1794 -3.0 1.2 0.4 -0.1423
C 1.3566 -3.0878 -1.2650 0.2 -0.5 -4.1 -0.6679
I 2.4663 -3.5181 0.6231 -1.0 0.5 -1.3 0.7787
C 1.9789 -3.6285 -2.5123 -0.4 1.1 4.3 -0.7006
C 3.3995 -4.4935 -2.3868 -1.2 -0.9 -0.1 -0.2189
I 1.0328 -3.3158 -4.4868 0.9 -0.2 1.9 0.7217
C -1.4082 -3.1092 -0.6967 0.1 3.5 -0.8 -0.1762
P -1.1516 -4.9898 -0.2847 -2.4 -0.5 0.6 0.6772
N -2.5410 -5.7943 -0.0671 1.9 0.2 1.3 -0.3653
N 1.0628 0.1035 -1.8944 -2.6 1.6 -0.1 -0.1286
C 1.9943 0.3630 -0.7347 0.9 -0.1 1.9 -0.2143
C 1.6534 1.6970 0.1550 0.6 -0.1 -0.5 -0.1749
C 2.6691 1.6522 1.4669 -1.2 -0.4 -0.3 -0.2130
C 2.2645 2.6960 2.6635 2.0 -0.4 0.4 -0.2044
C 2.4215 1.8559 4.0886 -0.4 1.4 0.2 -0.2443
C 3.9115 1.2122 4.3207 0.1 0.1 0.4 -0.2556
C 4.0332 0.2686 5.6801 2.7 -0.1 -0.9 -0.4694
S 2.6312 -0.9641 5.8647 0.5 -1.3 -0.2 0.8648
C 3.1591 -2.7086 5.4358 2.0 -2.8 -0.9 -0.4586
N 4.5141 -3.3691 5.2981 -8.3 -0.3 -0.2 -0.0076
N 4.1390 -4.6899 4.9693 -4.8 -0.6 -0.2 -0.0656
C 2.6232 -4.9578 4.8852 5.9 4.6 1.1 -0.0267
O 2.0275 -3.6215 5.1787 4.0 -0.6 0.1 -0.1499
C 0.8308 1.3130 -2.7630 0.7 2.9 -2.7 -0.1639
C 2.0717 1.7251 -3.7993 -4.2 3.2 -0.2 -0.5300
I 3.9477 0.6010 -4.0032 -1.8 0.9 0.3 0.7385
C 1.9139 3.0803 -4.7648 -2.5 -0.5 2.0 -0.0413
C 0.5848 4.0558 -4.7713 0.6 -3.6 2.1 -0.0381
C 0.4718 5.4152 -5.7369 -0.9 0.3 1.9 -0.1189
O 1.7780 5.8147 -6.3139 -1.0 -4.4 2.3 -0.2217
O 1.7226 7.0497 -6.7804 -0.4 4.5 -0.9 -0.0684
C -0.6657 3.6286 -3.7548 4.0 -2.1 -0.1 0.0041
B -2.0657 4.4947 -3.6999 -1.7 0.3 -0.6 -0.4741
O -2.5608 5.2912 -2.5595 0.1 -3.4 -1.3 0.0305
O -2.9412 4.4312 -4.9214 0.9 -1.7 3.1 0.0118
C -0.4802 2.2927 -2.7809 2.5 0.6 -2.0 -0.3033
S -1.9468 1.8893 -1.6343 2.3 -1.8 -0.9 0.8299
H -7.0913 -0.1511 3.3579 1.3 1.6 -1.3 0.0743
H -6.9026 1.5956 2.4599 0.9 -2.4 0.8 0.0809
H -5.4677 0.8757 3.4609 -2.1 -0.7 -1.3 0.0798
H -4.5941 0.1537 1.3414 -2.5 -0.7 0.3 0.0929
H -6.2732 0.2682 0.4643 1.0 -0.7 1.9 0.1019
H -6.4849 -2.1107 2.3532 1.3 0.5 -1.7 0.1023
H -6.5303 -2.1142 0.4662 1.3 0.7 2.0 0.1162
H -3.5906 -1.8494 1.6806 -1.7 -1.6 -1.0 0.1240
H -4.4893 -3.4524 2.1171 0.2 1.5 -2.0 0.1198
H -4.8983 -2.8620 -0.7798 0.8 -0.2 1.0 0.1021
H -4.0715 -0.2329 -0.8031 2.3 -1.3 -0.2 0.0894
H 3.7330 -4.9658 -3.4224 -0.7 1.4 2.2 0.0814
H 3.1263 -5.4233 -1.6954 0.6 2.0 -1.4 0.0669
H 4.2514 -3.8975 -1.8485 -1.8 -1.0 -1.3 0.0619
H -0.3153 -4.9928 0.9223 -0.2 0.2 -1.3 -0.0321
H -0.4280 -5.6290 -1.3917 -0.1 1.2 0.9 0.0127
H -2.5845 -6.1839 0.9225 0.0 0.8 -1.7 -0.0300
H 1.8902 -0.5667 -0.0032 0.2 1.9 -1.6 0.0778
H 3.1444 0.3917 -1.0452 -2.6 0.0 0.2 0.0957
H 0.5184 1.6679 0.4365 2.1 0.0 -0.2 0.1097
H 1.8063 2.6791 -0.5029 -0.2 -2.1 1.4 0.1286
H 3.7914 1.7983 1.1278 -2.4 -0.3 0.7 0.1273
H 2.5447 0.5543 1.9169 0.4 2.3 -1.0 0.1122
H 3.1127 3.5332 2.6918 -2.0 -1.6 -0.1 0.1153
H 1.2270 3.2227 2.5398 1.9 -1.3 0.3 0.1155
H 1.5362 1.0906 4.1478 1.9 1.2 0.0 0.0956
H 2.2738 2.6717 4.9475 0.2 -1.9 -1.6 0.1217
H 4.3185 0.5626 3.4364 -1.1 1.3 1.5 0.1082
H 4.6750 2.1114 4.4703 -1.6 -1.9 -0.3 0.1274
H 5.0236 -0.3796 5.5249 -2.1 1.4 0.4 0.0983
H 4.2470 0.9062 6.6620 -1.1 -1.6 -2.0 0.1040
H 2.0635 -5.9714 4.6565 1.1 2.8 0.6 0.1418
H 2.8115 3.3738 -5.4665 -2.0 -0.7 1.6 0.0888
H -0.3930 5.3289 -6.5300 1.9 0.0 1.4 0.1505
H 0.1783 6.2909 -4.9823 0.5 -1.8 -1.6 0.1458
H 1.9466 7.7139 -6.0571 -0.3 -1.5 -0.7 0.1386
H -3.1894 4.6580 -2.0653 1.2 1.6 -1.0 0.1153
H -3.3946 3.5221 -4.8494 1.1 1.9 -0.5 0.1266
```
Positions in Å, forces in eV/Å.

## Properties
- molecular weight (g mol⁻¹) = 1023.29
- SMILES = CCCCNc1cc2c(c(/C(I)=C(/C)I)c1[PH2]=N)N(CCCCCCCSc1nnco1)c1c(I)cc(COO)c(B(O)O)c1S2
- spin multiplicity = 1
- lowest unoccupied orbital energy (eV) = -1.0
- HOMO-LUMO gap (eV) = 7.06
- HOMO level (eV) = -8.0
- net charge = 0